Entry 1:
15
Properties=species:S:1:pos:R:3:lowdin_charge:R:1 method="wB97M-V/def2-TZVPD" orbital_gap_ha="0.2602 / 0.2292" charge=-1 e_homo_ev="-5.0 / -4.7" e_tot_ev=-32390.472
C 0.72 -0.34 0.95 -0.06
C 1.92 0.02 1.57 -0.18
C 2.37 1.37 1.54 -0.28
C 1.92 2.22 0.56 0.00
C -0.74 0.30 -0.69 -0.04
O -1.38 -2.13 -0.28 -0.35
O -1.49 -1.22 -2.59 -0.34
O 0.60 -1.79 -1.58 -0.30
O 0.13 0.62 0.20 -0.05
F 2.58 -0.83 2.40 0.08
F 3.38 1.71 2.40 0.02
F 2.49 3.49 0.71 -0.10
S -0.74 -1.37 -1.36 0.37
H 0.29 -1.42 0.98 0.15
H -1.37 1.03 -0.94 0.09

---

Entry 2:
15
Properties=species:S:1:pos:R:3:lowdin_charge:R:1 method="wB97M-V/def2-TZVPD" orbital_gap_ha="0.2974 / 0.2981" e_homo_ev="-9.2 / -9.5" e_tot_ev=-24496.933
C 1.87 -0.76 0.70 0.16
C 1.27 -1.53 1.48 -0.21
C -0.46 0.03 -0.29 -0.01
C -1.19 0.00 -1.61 -0.59
C -0.11 1.47 0.25 -0.62
N -0.23 -1.52 1.49 0.07
N -0.85 -0.83 0.75 0.07
F -1.15 -1.17 -2.29 0.15
F -2.50 0.34 -1.39 0.13
F -0.75 0.98 -2.36 0.17
F 0.27 1.40 1.50 0.17
F 0.92 1.99 -0.49 0.11
F -1.16 2.24 0.12 0.19
H 2.39 -0.26 -0.08 0.06
H 1.66 -2.38 2.21 0.15

---

Entry 3:
8
Properties=species:S:1:pos:R:3:lowdin_charge:R:1 method="wB97M-V/def2-TZVPD" orbital_gap_ha="0.2686 / 0.2458" charge=+1 e_homo_ev="-16.5 / -16.4" e_tot_ev=-6689.906
C 1.14 0.62 0.09 -0.04
C -0.08 1.35 -0.04 0.25
C 1.77 -0.42 -0.08 0.23
C -1.26 0.82 -0.06 0.00
C -1.20 -0.62 -0.18 -0.14
N -0.74 -1.69 -0.18 0.23
H -2.20 1.36 -0.20 0.15
H 2.56 -1.42 0.65 0.32

---

Entry 4:
10
Properties=species:S:1:pos:R:3:lowdin_charge:R:1 method="wB97M-V/def2-TZVPD" orbital_gap_ha=0.2805 e_homo_ev=-10.6 e_tot_ev=-11353.026
C 1.97 0.10 0.05 -0.18
C 0.66 -0.24 -0.23 -0.26
C -0.27 0.84 -0.15 -0.34
C -1.64 0.08 0.14 -0.01
C -2.65 -0.60 0.17 0.12
H 2.18 1.26 0.84 0.23
H -3.40 -1.43 0.03 0.08
O 2.99 -0.58 0.07 0.10
O 0.13 -1.42 -0.54 0.12
O 0.03 1.99 -0.38 0.15

---

Entry 5:
47
Properties=species:S:1:pos:R:3:lowdin_charge:R:1 method="wB97M-V/def2-TZVPD" orbital_gap_ha=0.3403 smiles="CC(=O)N(C)CCN.O.O.O.O.O.O.O.O.O" e_homo_ev=-9.1 e_tot_ev=-29126.023
C 0.57 0.79 2.92 0.02
C 0.64 -0.48 2.12 -0.47
O 1.37 -1.43 2.42 -0.01
N 0.11 -0.56 0.83 -0.08
C 0.58 -1.61 -0.07 -0.04
C -0.70 0.52 0.23 -0.13
C -1.77 -0.10 -0.71 -0.23
N -2.31 0.92 -1.65 0.00
H -0.24 0.90 3.64 0.09
H 1.50 0.92 3.47 0.08
H 0.24 1.60 2.22 0.08
H 1.43 -2.18 0.31 0.10
H 0.84 -1.10 -0.99 0.06
H -0.26 -2.26 -0.37 0.07
H -1.21 0.99 1.06 0.11
H -0.15 1.28 -0.32 0.09
H -1.35 -0.94 -1.29 0.05
H -2.63 -0.42 -0.06 0.08
H -2.33 1.84 -1.23 0.06
H -3.29 0.69 -1.83 0.09
O 3.90 0.31 2.24 -0.04
H 3.14 -0.27 2.29 0.02
H 4.47 0.06 1.51 0.06
O -0.75 3.38 -0.43 -0.09
H -1.51 3.82 -0.05 0.05
H 0.10 3.78 -0.63 -0.01
O -3.65 -1.28 1.06 -0.07
H -3.45 -2.11 1.52 0.02
H -3.95 -0.55 1.60 0.06
O 1.50 3.13 -1.23 -0.05
H 2.14 3.83 -1.14 0.06
H 1.74 2.34 -0.75 0.03
O -0.29 0.20 -3.50 -0.07
H 0.45 0.79 -3.34 0.03
H -1.14 0.29 -3.05 0.00
O -2.04 -3.59 1.45 -0.05
H -1.66 -4.04 2.23 0.06
H -1.22 -3.17 1.15 0.03
O 3.36 2.55 0.73 -0.07
H 3.74 1.88 1.33 0.00
H 3.30 3.38 1.22 0.05
O 2.19 -1.76 -2.39 -0.07
H 1.65 -1.07 -2.79 0.01
H 1.95 -2.58 -2.82 0.06
O -1.50 -3.07 -2.65 -0.05
H -1.96 -3.46 -1.89 0.04
H -1.53 -2.14 -2.36 -0.01

---

Entry 6:
46
Properties=species:S:1:pos:R:3:lowdin_charge:R:1 method="wB97M-V/def2-TZVPD" orbital_gap_ha=0.3469 smiles=C[C@@H](N)CNCCO.O.O.O.O.O.O.O.O e_homo_ev=-9.2 e_tot_ev=-27078.876
C -1.46 2.31 2.11 -0.02
C -1.10 1.30 0.98 -0.42
N 0.07 1.73 0.22 0.05
C -0.82 -0.10 1.58 -0.21
N -0.85 -1.20 0.62 -0.05
C -0.58 -2.52 1.19 -0.19
C 0.81 -3.11 1.07 -0.20
O 1.87 -2.17 1.34 -0.10
H -2.45 2.71 2.06 0.07
H -0.74 3.11 1.91 0.08
H -1.24 1.72 2.97 0.06
H -1.92 1.12 0.25 0.10
H 0.94 1.68 0.77 0.07
H 0.32 1.05 -0.48 0.01
H 0.17 0.00 2.07 0.11
H -1.60 -0.25 2.34 0.12
H -0.25 -1.03 -0.19 0.06
H -1.19 -3.25 0.64 0.11
H -0.80 -2.48 2.26 0.12
H 0.99 -3.99 1.72 0.13
H 0.95 -3.38 0.02 0.12
H 2.68 -2.69 1.29 0.09
O 2.65 0.42 2.05 -0.06
H 3.30 0.54 2.75 0.06
H 2.45 -0.53 1.96 0.01
O 3.80 0.63 -0.73 -0.08
H 4.02 1.51 -1.09 0.02
H 3.44 0.82 0.14 0.00
O -0.02 2.60 -2.72 -0.06
H -0.60 2.54 -3.48 0.04
H -0.66 2.42 -2.00 0.02
O -2.32 -3.28 -2.14 -0.07
H -2.46 -2.51 -2.70 0.01
H -2.16 -2.76 -1.35 -0.01
O -4.25 -0.18 -0.10 -0.06
H -3.34 -0.02 0.17 -0.02
H -4.55 0.69 -0.41 0.06
O -1.75 -0.42 -2.08 -0.05
H -2.64 -0.31 -1.75 0.02
H -0.96 -0.33 -1.54 -0.01
O 1.24 -0.46 -1.66 -0.04
H 1.94 -0.30 -1.01 0.03
H 1.39 0.11 -2.42 0.04
O 2.89 2.73 -2.12 -0.06
H 2.32 3.48 -1.89 0.06
H 2.48 2.04 -2.62 0.01

---

Relative energy (zero: lowest compared OMol25 entry of this formula, charge and spin), record by record: 0.00, 329.47, 274.13, 436.41, 313.63, 202.12 kJ/mol